{"formula": "C19H24F6I2MgNO7", "method": "ωB97M-V with the def2-TZVPD basis set", "species": ["Mg", "O", "C", "O", "C", "C", "C", "C", "O", "C", "O", "C", "C", "H", "H", "H", "H", "H", "C", "N", "C", "C", "O", "H", "H", "H", "H", "H", "H", "H", "C", "C", "O", "C", "F", "F", "F", "C", "F", "F", "F", "H", "H", "H", "C", "C", "C", "C", "O", "H", "H", "H", "H", "H", "H", "H", "H", "H", "I", "I"], "coordinates": [[-0.6060, 0.1330, -0.8591], [2.9376, -0.7785, 0.0738], [2.0841, -0.0071, 0.5101], [1.0555, 0.4086, -0.1240], [2.2254, 0.5007, 1.9346], [1.1795, 1.1444, 2.5785], [1.2854, 1.5736, 3.9038], [2.4870, 1.3507, 4.5281], [2.8686, 1.6922, 5.8073], [4.2200, 1.2875, 5.9359], [4.6255, 0.6490, 4.7377], [3.5439, 0.7235, 3.8834], [3.4416, 0.2776, 2.5936], [0.2625, 1.3325, 2.0368], [0.4721, 2.0811, 4.4038], [4.3171, 0.5890, 6.7752], [4.8579, 2.1607, 6.1209], [4.2521, -0.2187, 2.0791], [0.1764, -2.7710, 1.0669], [-0.8369, -2.2467, 1.9679], [-1.0867, -3.0595, 3.1371], [-1.5054, -1.1068, 1.7891], [-1.4223, -0.2647, 0.8902], [-0.0132, -3.8301, 0.8884], [1.1744, -2.6506, 1.4922], [0.1453, -2.2629, 0.1190], [-1.4648, -4.0389, 2.8349], [-1.8164, -2.5727, 3.7815], [-0.1583, -3.2083, 3.6926], [-2.2272, -0.9199, 2.5974], [-2.4000, -1.3188, -3.8160], [-2.2693, -1.7478, -2.3438], [-1.0922, -1.3849, -1.7712], [-2.3915, -3.2967, -2.2805], [-3.5770, -3.7674, -2.7365], [-1.4398, -3.8811, -3.0343], [-2.2374, -3.7788, -1.0319], [-3.5191, -1.1770, -1.6069], [-3.6957, -1.6842, -0.3746], [-3.4027, 0.1593, -1.4827], [-4.6837, -1.3942, -2.2628], [-1.5913, -1.7724, -4.3855], [-2.2943, -0.2364, -3.8474], [-3.3575, -1.6078, -4.2458], [0.4000, 1.1744, -4.1176], [0.1111, 2.2574, -3.0717], [1.4503, 2.8037, -2.5617], [-0.7078, 3.3790, -3.7240], [-0.6363, 1.6502, -2.0291], [1.1047, 1.5290, -4.8705], [-0.5186, 0.8810, -4.6261], [0.8244, 0.2994, -3.6212], [2.0611, 3.1537, -3.3953], [1.9850, 2.0129, -2.0334], [1.2958, 3.6379, -1.8775], [-0.2243, 3.7199, -4.6413], [-0.8084, 4.2323, -3.0526], [-1.7085, 3.0173, -3.9690], [-1.1274, 2.8119, -0.3340], [-2.0240, 4.3604, 1.9682]], "nbo_charge": [1.794, -0.689, 0.793, -0.949, -0.163, -0.189, -0.256, 0.212, -0.489, 0.241, -0.503, 0.265, -0.243, 0.244, 0.232, 0.147, 0.146, 0.246, -0.427, -0.394, -0.395, 0.583, -0.750, 0.201, 0.216, 0.255, 0.198, 0.209, 0.202, 0.127, -0.647, 0.129, -1.001, 0.952, -0.340, -0.330, -0.331, 0.944, -0.328, -0.326, -0.336, 0.228, 0.229, 0.218, -0.621, 0.272, -0.648, -0.637, -0.955, 0.201, 0.202, 0.226, 0.198, 0.238, 0.216, 0.201, 0.217, 0.211, 0.277, -0.524], "homo_ev": -5.363, "total_charge": -1, "max_force_ev_per_a": 2.12}